Record 1
ORCA calculation (the ωB97M-V functional and the def2-TZVPD basis) on C3H11BBr2Na3O as an isolated structure in a non-equilibrium geometry.

Geometry as ORCA input:
```
! wB97M-V def2-TZVPD RIJCOSX def2/J DEFGRID3
* xyz 1 1
Na 2.337 0.525 0.627
Na 0.418 2.643 0.731
Na 0.026 0.193 2.335
B 0.413 0.842 0.454
H -0.506 1.268 0.825
H 1.142 1.012 1.231
H 0.251 -0.184 0.164
H 0.697 1.417 -0.414
C 1.347 -1.642 1.726
O 1.739 -0.349 2.099
H 0.593 -1.575 0.942
H 2.197 -2.173 1.296
H 0.999 -2.333 2.494
Br -1.165 -0.406 -4.087
C -1.629 -0.575 -2.170
C -1.234 0.597 -1.309
Br -2.765 1.770 -1.234
H -0.925 -1.291 -1.745
H -2.614 -1.004 -1.989
H -0.297 1.011 -1.681
H -1.024 0.254 -0.295
*
```

The calculated total energy comes out at -159333.00480 eV. The value obtained for the max |F| is 0.1863 Eh/bohr.

***

Record 2
ORCA calculation (the ωB97M-V functional and the def2-TZVPD basis) on C17H56AsF6O17 as an isolated structure in a non-equilibrium geometry.

Geometry as ORCA input:
```
! wB97M-V def2-TZVPD RIJCOSX def2/J DEFGRID3
* xyz -1 1
As 0.361 0.398 -0.274
F 1.233 1.217 -1.637
F 1.512 1.172 0.899
F -0.473 -0.393 1.100
F -0.810 -0.324 -1.483
F 1.484 -0.995 -0.395
F -0.730 1.842 -0.123
C -1.215 4.344 -2.257
O -1.005 5.511 -1.479
H -0.307 4.013 -2.760
H -1.811 3.585 -1.751
H -1.917 4.534 -3.069
H -0.748 6.178 -2.120
C 0.881 2.622 3.645
O 0.227 3.699 4.201
H 0.721 2.696 2.570
H 1.942 2.602 3.893
H 0.419 1.715 4.035
H 0.650 4.455 3.789
C -2.305 -0.149 4.048
O -3.017 -1.042 4.864
H -1.299 0.122 4.369
H -2.148 -0.577 3.057
H -2.862 0.762 3.834
H -2.380 -1.642 5.259
C -0.139 -2.801 3.175
O 0.606 -1.600 2.912
H 0.381 -3.678 2.789
H -0.391 -2.839 4.235
H -1.123 -2.739 2.710
H 0.144 -1.004 2.318
C -2.345 -1.204 -3.772
O -2.699 -1.361 -5.120
H -3.015 -1.795 -3.147
H -1.327 -1.582 -3.680
H -2.376 -0.174 -3.414
H -3.644 -1.206 -5.186
C 3.431 -0.833 -3.066
C 2.171 -1.164 -3.879
O 2.320 -2.356 -4.551
O 3.547 -1.725 -1.885
H 3.409 0.195 -2.705
H 4.330 -0.904 -3.680
H 1.948 -0.306 -4.513
H 1.384 -1.245 -3.129
H 3.010 -2.323 -5.218
H 2.857 -1.486 -1.261
C 2.123 4.013 -0.102
C 3.428 3.683 -0.889
O 4.585 3.833 -0.114
O 1.965 5.412 0.178
H 2.168 3.599 0.906
H 1.208 3.742 -0.628
H 3.547 4.297 -1.781
H 3.416 2.673 -1.298
H 4.581 4.761 0.130
H 1.561 5.678 -0.651
C -3.921 1.970 0.137
C -5.080 0.991 -0.208
O -6.071 0.990 0.860
O -4.347 3.358 0.060
H -3.179 1.859 -0.654
H -3.534 1.738 1.129
H -4.690 -0.016 -0.355
H -5.454 1.349 -1.167
H -5.706 1.549 1.550
H -3.786 3.920 0.600
C -3.854 -2.145 1.231
C -3.081 -2.833 0.093
O -2.793 -4.173 0.411
O -5.262 -2.557 1.320
H -3.928 -1.065 1.110
H -3.444 -2.358 2.218
H -2.139 -2.285 0.103
H -3.571 -2.886 -0.880
H -1.955 -4.387 -0.006
H -5.515 -2.416 2.235
C 0.594 -3.993 -2.182
C 0.398 -5.200 -1.264
O -0.886 -5.799 -1.410
O 0.732 -4.341 -3.555
H 1.523 -3.530 -1.852
H -0.195 -3.247 -2.086
H 0.540 -4.908 -0.224
H 1.180 -5.903 -1.550
H -1.132 -6.093 -2.290
H 1.244 -3.580 -3.838
C 4.646 0.950 2.062
C 5.686 -0.205 1.967
O 5.439 -1.319 2.833
O 4.475 1.520 3.351
H 3.721 0.496 1.706
H 5.008 1.721 1.381
H 6.658 0.259 2.135
H 5.654 -0.484 0.914
H 4.654 -1.719 2.452
H 3.910 0.865 3.768
*
```

The calculated total energy comes out at -130488.10218 eV. The value obtained for the max |F| is 0.0502 Eh/bohr.

***

Record 3
ORCA calculation (the ωB97M-V functional and the def2-TZVPD basis) on a 2-piece molecular cluster, C4H8NO3 overall in a non-equilibrium geometry.

Geometry as ORCA input:
```
! wB97M-V def2-TZVPD RIJCOSX def2/J DEFGRID3
* xyz -1 1
C 0.803 -0.501 -3.320
C 1.076 -1.201 -1.955
O 0.506 -0.688 -0.945
O 1.483 -2.371 -2.025
H -0.184 -0.926 -3.638
H 1.641 -0.855 -3.915
H 0.816 0.568 -3.194
C -1.421 0.755 2.965
C -0.079 0.701 2.228
O 1.053 0.527 2.754
N -0.208 0.785 0.873
H 0.696 0.303 0.417
H -0.981 0.513 0.288
H -1.167 1.237 3.880
H -1.875 -0.196 3.182
H -2.160 1.348 2.406
*
```

The calculated total energy comes out at -11911.92674 eV. The calculation puts the energy relative to the best compared isomer or geometry (same formula, charge and spin) at 131.9 kJ/mol. The value obtained for the max |F| is 0.0788 Eh/bohr.

***

Record 4
ORCA calculation (the ωB97M-V functional and the def2-TZVPD basis) on a 2-piece molecular cluster, ClH4N2OP overall in a non-equilibrium geometry.

Geometry as ORCA input:
```
! wB97M-V def2-TZVPD RIJCOSX def2/J DEFGRID3
* xyz 0 1
O -1.918 -2.409 -0.236
P -1.860 -1.000 -0.563
N -3.220 -0.391 0.260
Cl -3.725 1.207 0.298
H -4.001 -0.980 0.602
N 0.313 1.389 0.594
H 0.980 0.773 1.193
H -0.606 1.349 1.040
H 0.606 2.352 0.764
*
```

The calculated total energy comes out at -26903.28213 eV. The calculation puts the energy relative to the best compared isomer or geometry (same formula, charge and spin) at 298.1 kJ/mol. As for the SMILES: O=PNCl.N. The value obtained for the max |F| is 0.0495 Eh/bohr.

***

Record 5
ORCA calculation (the ωB97M-V functional and the def2-TZVPD basis) on one molecule with the formula C4H8O.

Geometry as ORCA input:
```
! wB97M-V def2-TZVPD RIJCOSX def2/J DEFGRID3
* xyz 0 1
C -1.337 0.914 0.183
C -0.641 -0.360 0.684
C 0.340 -0.905 -0.343
C 1.669 -0.192 -0.499
O 0.052 -1.857 -1.038
H -0.663 1.776 0.190
H -2.194 1.156 0.820
H -1.710 0.780 -0.839
H -1.382 -1.144 0.864
H -0.121 -0.150 1.627
H 2.120 0.045 0.470
H 2.345 -0.819 -1.085
H 1.522 0.755 -1.032
*
```

The calculated total energy comes out at -6325.15621 eV. The calculation puts the energy relative to the best compared isomer or geometry (same formula, charge and spin) at 1.1 kJ/mol. As for the SMILES: CCC(C)=O. The value obtained for the max |F| is 0.0088 Eh/bohr.

***

Record 6
ORCA calculation (the ωB97M-V functional and the def2-TZVPD basis) on BaH20O10 as an isolated structure.

Geometry as ORCA input:
```
! wB97M-V def2-TZVPD RIJCOSX def2/J DEFGRID3
* xyz 2 1
Ba -4.934 -13.936 -23.005
O -8.384 -10.230 -22.023
H -9.248 -10.173 -21.615
H -8.232 -9.357 -22.385
O -5.847 -17.978 -26.130
H -5.461 -18.015 -27.005
H -6.344 -18.792 -26.052
O -3.864 -18.600 -21.216
H -4.292 -19.349 -21.632
H -2.938 -18.700 -21.438
O -3.591 -11.273 -27.000
H -3.360 -11.531 -27.893
H -3.010 -10.539 -26.804
O -8.998 -16.599 -21.262
H -9.508 -17.178 -21.829
H -9.493 -16.567 -20.444
O -3.135 -9.496 -22.290
H -3.500 -8.657 -22.574
H -2.924 -9.365 -21.366
O -0.716 -13.967 -20.357
H -0.443 -13.449 -19.599
H -0.112 -14.710 -20.369
O -5.424 -14.414 -18.014
H -6.262 -14.378 -17.552
H -4.922 -15.083 -17.549
O -0.678 -15.826 -25.625
H -0.415 -16.629 -26.074
H 0.048 -15.633 -25.033
O -8.776 -13.700 -26.448
H -9.690 -13.953 -26.576
H -8.535 -13.250 -27.258
*
```

The calculated total energy comes out at -21478.13037 eV. The calculation puts the energy relative to the best compared isomer or geometry (same formula, charge and spin) at 582.6 kJ/mol. The value obtained for the max |F| is 0.0119 Eh/bohr.

***

Highest occupied orbital energy readings, ordered: -0.4459, -0.2744, -0.1640, -0.3672, -0.3517, -0.5958 Ha